Density functional theory data (ωB97M-V/def2-TZVPD) for 2 unconnected molecules or ions with the total composition CH4NO2P in a non-equilibrium geometry.

```
9
Properties=species:S:1:pos:R:3:forces:R:3
C 0.496369 0.326083 -0.839526 -1.8 -1.5 2.8
N 0.176269 -1.109024 0.661352 2.1 1.3 -2.5
O -0.780958 -1.001096 1.362706 0.3 -0.6 0.3
O 1.003318 -1.991936 0.549572 -1.0 0.2 0.8
P -0.848724 1.411818 -0.452245 -1.0 -0.2 0.8
H 1.448581 0.727163 -0.826106 2.1 0.8 0.9
H 0.545672 -0.474572 -1.501323 -0.9 -1.1 -1.6
H -0.388209 1.750411 0.878459 0.1 0.1 -0.8
H -1.652318 0.361153 0.167112 0.2 0.9 -0.8
```
Positions in Å, forces in eV/Å.

For the energy above the lowest of the compared OMol25 structures with the same formula, charge and spin, the calculation gives 595.21 kJ/mol. Its molecular weight is 93.022 g mol⁻¹. The charge is 0. The value obtained for the LUMO energy (alpha / beta) is -0.41 / -0.41 eV. Its HOMO-LUMO gap (alpha / beta) is 8.795 / 8.796 eV.